Arrangement one

{"formula": "C2H6NP", "method": "ωB97M-V/def2-TZVPD", "orbital_gap_ev": 9.556, "smiles": "CN1CP1", "homo_energy_ev": -8.68, "species": ["P", "N", "C", "C", "H", "H", "H", "H", "H", "H"], "positions_angstrom": [[1.823, -0.380, 0.114], [0.115, -0.347, -0.346], [-1.183, -0.710, 0.174], [0.574, 0.924, 0.093], [2.596, -0.257, -1.383], [-1.288, -0.951, 1.242], [0.282, 1.317, 1.164], [0.457, 1.681, -0.699], [-1.707, 0.259, -0.082], [-1.668, -1.535, -0.277]]}

---

Arrangement two

{"formula": "C2H6NP", "method": "ωB97M-V/def2-TZVPD", "orbital_gap_ev": 9.278, "homo_energy_ev": -8.52, "species": ["P", "N", "C", "C", "H", "H", "H", "H", "H", "H"], "positions_angstrom": [[-0.120, -0.319, -0.780], [-1.704, -1.093, -0.465], [-0.215, 1.462, -0.180], [-0.821, -1.339, 0.549], [-0.505, 1.666, 0.783], [-0.433, -2.328, 0.952], [0.886, 1.855, -0.228], [-1.479, -0.477, 1.878], [-2.171, -1.893, -0.883], [-0.852, 2.123, -0.870]]}

---

It is arrangement one that is the most stable of them.

---

Arrangement one

{"formula": "C4H12NO3", "method": "ωB97M-V/def2-TZVPD", "total_charge": -1, "orbital_gap_ev": 7.060, "homo_energy_ev": -3.45, "species": ["O", "O", "O", "N", "C", "C", "C", "C", "H", "H", "H", "H", "H", "H", "H", "H", "H", "H", "H", "H"], "positions_angstrom": [[-0.857, -0.184, -1.822], [2.451, 1.061, 1.742], [-2.755, -2.036, -1.708], [-0.900, 1.257, 0.453], [1.048, 0.821, 2.039], [1.155, -0.102, -0.162], [0.102, 0.373, 0.954], [0.160, -0.781, -1.258], [0.999, 0.064, 2.888], [-0.710, 2.180, 0.300], [-0.426, -0.573, 1.369], [0.788, 1.816, 2.421], [1.885, 0.608, -0.652], [-3.232, -2.125, -1.032], [-2.022, -1.221, -1.648], [0.698, -1.267, -2.080], [2.869, 0.902, 0.955], [-0.272, -1.577, -0.575], [1.599, -0.953, 0.207], [-1.373, 0.758, -0.454]]}

---

Arrangement two

{"formula": "C4H12NO3", "method": "ωB97M-V/def2-TZVPD", "total_charge": -1, "orbital_gap_ev": 6.467, "homo_energy_ev": -2.81, "species": ["O", "O", "O", "N", "C", "C", "C", "C", "H", "H", "H", "H", "H", "H", "H", "H", "H", "H", "H", "H"], "positions_angstrom": [[2.723, 1.411, -0.580], [0.040, -0.038, 2.455], [-2.598, -1.096, -2.500], [0.008, 1.064, -1.135], [-0.672, -1.368, 0.574], [0.406, 0.985, 0.257], [2.111, 0.546, 0.171], [-0.420, 0.059, 1.083], [2.553, 0.513, 1.207], [0.089, 1.988, -1.541], [-1.402, 0.511, 1.343], [-0.344, -1.519, -0.463], [-1.689, -1.800, 0.579], [-3.313, -0.749, -1.949], [0.651, 1.957, 0.678], [2.091, -0.541, -0.093], [0.989, 0.169, 2.457], [0.717, 0.580, -1.687], [-1.817, -0.666, -2.123], [-0.121, -2.006, 1.268]]}

---

It is arrangement two that is the most stable of them.

---

Arrangement one

{"formula": "C29H25IrN3O4SSe", "method": "ωB97M-V/def2-TZVPD", "total_charge": 2, "spin_multiplicity": 2, "orbital_gap_ev": [6.491, 5.256], "homo_energy_ev": [-13.83, -13.82], "species": ["Ir", "Se", "S", "O", "O", "O", "O", "N", "N", "N", "C", "C", "C", "C", "C", "C", "C", "C", "C", "C", "C", "C", "C", "C", "C", "C", "C", "C", "C", "C", "C", "C", "C", "C", "C", "C", "C", "C", "C", "H", "H", "H", "H", "H", "H", "H", "H", "H", "H", "H", "H", "H", "H", "H", "H", "H", "H", "H", "H", "H", "H", "H", "H", "H"], "positions_angstrom": [[0.996, -0.157, 0.418], [-0.195, -1.063, 2.181], [-1.219, -2.769, -2.409], [-0.240, 1.786, -0.948], [4.911, 0.838, 1.205], [2.728, 0.463, 1.483], [-0.453, 1.920, -3.141], [2.191, 0.969, -0.997], [2.924, -0.961, 5.659], [-0.443, -0.955, -0.787], [-3.820, 0.592, -0.896], [-6.094, 1.696, -0.675], [1.914, -1.880, -0.013], [1.833, -3.739, -1.579], [1.185, 0.111, 4.414], [-4.482, 1.782, 1.210], [2.139, 0.084, 5.423], [4.006, 1.980, -2.797], [-2.342, -1.512, -1.974], [3.698, 0.717, 0.757], [-4.018, 3.064, -0.897], [-3.664, -1.354, -2.369], [3.645, -3.538, -0.013], [3.490, 1.027, -0.683], [-4.609, 1.766, -0.319], [-4.380, -0.305, -1.826], [-1.764, -0.622, -1.069], [1.756, 1.538, -2.115], [3.091, -2.377, 0.521], [1.847, -2.135, 3.874], [3.031, -4.209, -1.067], [1.064, -1.020, 3.626], [2.768, -2.046, 4.912], [1.269, -2.580, -1.050], [-2.495, 0.424, -0.527], [-0.044, -2.054, -1.403], [4.444, 1.518, -1.556], [2.641, 2.029, -3.063], [0.261, 1.758, -2.044], [1.332, -4.276, -2.375], [4.715, 2.355, -3.522], [0.037, 1.775, -3.962], [0.569, 0.990, 4.264], [-3.453, 1.932, 1.539], [-5.071, 2.603, 1.618], [-4.124, -2.035, -3.072], [1.756, -3.046, 3.297], [3.475, -5.107, -1.469], [-4.094, 3.077, -1.985], [-6.550, 0.766, -0.331], [5.484, 1.557, -1.266], [2.273, 0.944, 6.068], [3.405, -2.890, 5.147], [-5.408, -0.183, -2.129], [-2.022, 1.118, 0.160], [4.561, -3.929, 0.409], [2.289, 2.497, -3.972], [-4.562, 3.925, -0.509], [-6.618, 2.519, -0.192], [-4.852, 0.852, 1.645], [3.567, -1.906, 1.378], [-2.966, 3.178, -0.628], [-6.263, 1.793, -1.748], [4.953, 0.706, 2.169]]}

---

Arrangement two

{"formula": "C29H25IrN3O4SSe", "method": "ωB97M-V/def2-TZVPD", "total_charge": 2, "spin_multiplicity": 2, "orbital_gap_ev": [5.453, 5.233], "homo_energy_ev": [-13.49, -13.49], "species": ["Ir", "Se", "S", "O", "O", "O", "O", "N", "N", "N", "C", "C", "C", "C", "C", "C", "C", "C", "C", "C", "C", "C", "C", "C", "C", "C", "C", "C", "C", "C", "C", "C", "C", "C", "C", "C", "C", "C", "C", "H", "H", "H", "H", "H", "H", "H", "H", "H", "H", "H", "H", "H", "H", "H", "H", "H", "H", "H", "H", "H", "H", "H", "H", "H"], "positions_angstrom": [[-0.370, 0.064, 0.087], [0.578, -2.896, 0.013], [-4.556, 1.707, -0.004], [0.296, -0.115, -2.248], [2.152, -0.002, -3.504], [2.118, -0.081, 3.600], [0.378, -0.346, 2.272], [-2.409, 0.277, 0.022], [1.700, -0.134, 0.030], [-0.171, -7.459, -0.014], [-5.625, -5.061, -0.021], [-3.435, -0.622, 0.011], [-3.486, -4.734, -1.239], [2.432, -0.069, 1.196], [0.031, -5.466, 1.214], [-5.708, -2.182, -0.004], [-3.524, -4.728, 1.262], [0.244, 4.373, -0.014], [-2.122, 3.945, 0.005], [-4.713, -0.022, 0.005], [-1.067, 4.834, 0.001], [0.287, -4.783, 0.028], [-3.314, -2.008, 0.004], [4.499, 0.056, -0.030], [-1.859, 2.574, 0.004], [-0.526, 2.104, -0.004], [1.606, -0.169, 2.390], [0.070, -6.842, -1.142], [3.817, 0.015, 1.179], [0.515, 3.009, -0.026], [1.538, -0.058, -2.342], [-4.451, -2.807, -0.003], [-0.202, -6.832, 1.135], [-2.845, 1.534, 0.011], [3.764, 0.045, -1.212], [2.383, -0.037, -1.160], [0.317, -5.477, -1.179], [-4.292, -4.313, -0.001], [-5.857, -0.806, 0.002], [-3.142, 4.291, 0.006], [-0.401, -7.427, 2.015], [3.055, 0.166, 3.625], [-6.840, -0.356, 0.010], [-4.000, -4.432, -2.147], [-2.491, -4.293, -1.246], [0.546, -4.981, -2.110], [-2.320, -2.435, 0.002], [-1.256, 5.895, 0.009], [0.036, -4.962, 2.168], [-3.407, -5.808, 1.270], [1.528, 0.031, -4.248], [-4.070, -4.435, 2.154], [4.377, 0.034, 2.104], [0.085, -7.443, -2.041], [-5.430, -6.130, -0.022], [5.574, 0.092, -0.056], [-3.381, -5.815, -1.248], [4.247, 0.099, -2.174], [-6.220, -4.834, 0.860], [1.543, 2.680, -0.047], [-6.601, -2.786, -0.007], [1.065, 5.073, -0.014], [-6.198, -4.827, -0.914], [-2.536, -4.275, 1.301]]}

---

It is arrangement one that is the most stable of them.

---

Arrangement one

{"formula": "C6H8", "method": "ωB97M-V/def2-TZVPD", "orbital_gap_ev": 10.005, "homo_energy_ev": -8.88, "species": ["C", "C", "C", "C", "C", "C", "H", "H", "H", "H", "H", "H", "H", "H"], "positions_angstrom": [[0.873, 0.989, 0.312], [1.382, -1.403, -0.461], [0.668, -0.429, 0.615], [-2.020, 0.424, -0.383], [-1.441, -0.357, 0.500], [1.061, 2.151, 0.003], [0.689, -0.645, 1.688], [2.453, -1.184, -0.339], [1.027, -2.350, 0.039], [1.029, 3.071, -0.350], [-1.632, 1.155, -1.129], [0.969, -1.082, -1.455], [-1.995, -0.803, 1.334], [-3.063, 0.463, -0.374]]}

---

Arrangement two

{"formula": "C6H8", "method": "ωB97M-V/def2-TZVPD", "orbital_gap_ev": 10.049, "smiles": "C1=C[C@H]2C[C@H]2C1", "homo_energy_ev": -8.86, "species": ["C", "C", "C", "C", "C", "C", "H", "H", "H", "H", "H", "H", "H", "H"], "positions_angstrom": [[1.321, -0.353, 0.677], [1.024, 0.861, -0.196], [-1.625, 0.386, 0.015], [-0.350, 0.536, -0.786], [0.248, -1.125, 0.804], [-0.717, -0.819, -0.273], [-2.564, 0.649, -0.479], [2.310, -0.625, 1.014], [-0.533, 0.789, -1.831], [1.746, 0.973, -1.011], [1.065, 1.788, 0.394], [-1.605, 0.735, 1.053], [0.057, -2.028, 1.379], [-0.378, -1.766, -0.760]]}

---

It is arrangement two that is the most stable of them.